[1]
This record from the Open Molecules 2025 dataset describes the molecule C3HF5IN at a distorted geometry. The level of theory is ωB97M-V/def2-TZVPD.

```
11
Properties=species:S:1:pos:R:3:lowdin_charge:R:1
F 0.77 -0.72 1.67 0.03
C 0.68 0.14 0.55 -0.31
C -0.35 0.11 -0.30 0.09
C -1.58 -0.86 -0.20 -0.69
F -1.91 -1.17 -1.47 0.12
F -2.62 -0.23 0.20 0.20
F -1.30 -1.91 0.54 0.18
N 1.77 1.18 0.58 -0.49
F 1.41 2.20 -0.22 -0.14
I 3.62 0.49 -0.09 0.84
H -0.50 0.76 -1.27 0.17
```

Calculated values
net charge	0
energy relative to the best compared isomer or geometry (same formula, charge and spin)	0.00	kJ/mol
Kohn-Sham gap	8.71	eV
E	-966.55967	Ha
max |F|	3.96	eV Å⁻¹

[2]
This record from the Open Molecules 2025 dataset describes a structure of composition C3HF5O at a distorted geometry. The level of theory is ωB97M-V/def2-TZVPD.

```
10
Properties=species:S:1:pos:R:3:lowdin_charge:R:1
C -1.02 0.04 0.36 -0.26
C 0.11 -0.63 -0.50 -0.30
C 0.94 0.59 0.14 -0.55
O -0.11 1.03 0.84 0.13
F -1.68 -0.72 1.24 0.13
F 0.59 -1.84 -0.14 0.15
F -0.18 -0.69 -1.85 0.11
F 1.32 1.40 -0.87 0.18
F 1.98 0.34 0.88 0.23
H -1.96 0.50 -0.10 0.18
```

Calculated values
2S+1	3
net charge	0
Kohn-Sham gap (alpha / beta)	5.45 / 7.10	eV
E	-689.16588	Ha
max |F|	2.76	eV Å⁻¹

[3]
This record from the Open Molecules 2025 dataset describes the molecule C3HF5O3S at a distorted geometry. The level of theory is ωB97M-V/def2-TZVPD.

```
13
Properties=species:S:1:pos:R:3:lowdin_charge:R:1
O -0.15 2.18 -0.98 0.09
C -0.44 1.50 0.01 -0.16
C -0.05 0.09 0.31 -0.31
F 0.43 0.16 1.60 0.05
C -1.18 -1.01 0.31 -0.55
F -2.03 -0.97 -0.70 0.19
F -1.91 -0.80 1.44 0.15
F -0.68 -2.25 0.30 0.17
S 1.54 -0.09 -0.73 0.77
O 1.18 -0.19 -2.13 -0.22
O 2.29 0.88 0.00 -0.22
F 2.10 -1.48 -0.26 -0.13
H -1.09 1.95 0.81 0.17
```

Calculated values
net charge	0
energy relative to the best compared isomer or geometry (same formula, charge and spin)	21.93	kJ/mol
Kohn-Sham gap	10.83	eV
E	-1238.09659	Ha
max |F|	4.25	eV Å⁻¹

[4]
This record from the Open Molecules 2025 dataset describes the ion C3HF6N4O2S with charge +1 at a distorted geometry. The level of theory is ωB97M-V/def2-TZVPD.

```
17
Properties=species:S:1:pos:R:3:lowdin_charge:R:1
O 0.78 -2.25 1.32 -0.22
S 0.37 -1.42 0.13 0.86
O -0.04 -2.40 -0.95 -0.28
C -1.12 -0.36 0.44 -0.19
N -1.44 0.17 1.73 0.19
N -2.56 0.89 1.45 0.19
N -2.89 0.80 0.15 -0.10
F -3.91 1.41 -0.42 0.21
N -2.05 0.03 -0.57 0.25
C 1.75 -0.40 -0.60 -0.36
F 1.48 -0.17 -1.95 0.11
F 2.91 -1.20 -0.52 0.12
C 2.09 0.95 0.18 -0.38
F 1.03 1.87 0.23 0.11
F 2.51 0.75 1.50 0.14
F 3.12 1.58 -0.54 0.13
H -2.04 -0.22 -1.57 0.23
```

Calculated values
net charge	+1
Kohn-Sham gap	8.88	eV
E	-1481.21141	Ha
max |F|	8.93	eV Å⁻¹

[5]
This record from the Open Molecules 2025 dataset describes a structure of composition C3HFGdO2 at a distorted geometry. The level of theory is ωB97M-V/def2-TZVPD.

```
8
Properties=species:S:1:pos:R:3:lowdin_charge:R:1
O 3.36 -0.23 -0.52 -0.20
C 4.09 -1.11 -0.48 0.23
Gd 1.71 1.54 -0.74 2.10
F -0.13 0.04 -0.01 -0.10
H -2.53 -0.42 1.46 0.34
O -2.44 -0.34 -0.69 0.30
C -2.75 0.25 0.34 0.10
C -1.32 0.27 0.64 0.23
```

Calculated values
2S+1	8
net charge	+3
energy relative to the best compared isomer or geometry (same formula, charge and spin)	157.72	kJ/mol
Kohn-Sham gap (alpha / beta)	8.43 / 4.40	eV
E	-1129.26239	Ha
max |F|	4.23	eV Å⁻¹

[6]
This record from the Open Molecules 2025 dataset describes the molecule C3HIN2 at a distorted geometry. The level of theory is ωB97M-V/def2-TZVPD.

```
7
Properties=species:S:1:pos:R:3:lowdin_charge:R:1
N -0.05 2.14 1.86 0.19
C 0.01 1.26 1.16 -0.31
C 0.18 0.04 0.39 -0.33
I 2.77 0.03 0.07 0.54
C 0.19 -1.17 1.16 -0.41
N 0.15 -2.08 1.79 0.19
H -0.12 -0.24 -0.67 0.12
```

Calculated values
net charge	0
energy relative to the best compared isomer or geometry (same formula, charge and spin)	74.03	kJ/mol
Kohn-Sham gap (alpha / beta)	7.52 / 7.52	eV
E	-522.03710	Ha
max |F|	4.56	eV Å⁻¹

[7]
This record from the Open Molecules 2025 dataset describes a structure of composition C3HLuO3 at a distorted geometry. The level of theory is ωB97M-V/def2-TZVPD.

```
8
Properties=species:S:1:pos:R:3:lowdin_charge:R:1
C -0.55 0.56 0.20 -0.39
C -1.18 -0.61 0.47 0.27
O -1.03 1.78 -0.09 0.19
H -1.99 1.76 -0.18 0.15
O 0.74 0.38 -0.21 -0.15
Lu 3.32 -1.18 0.83 1.22
O -0.20 -1.64 -0.35 -0.06
C 0.88 -1.05 -0.67 -0.23
```

Calculated values
2S+1	2
net charge	+1
energy relative to the best compared isomer or geometry (same formula, charge and spin)	431.99	kJ/mol
Kohn-Sham gap (alpha / beta)	7.12 / 5.15	eV
E	-1575.58619	Ha
max |F|	3.87	eV Å⁻¹

[8]
This record from the Open Molecules 2025 dataset describes a cluster of 3 separate species, C3HN2O2 in total at a distorted geometry. The level of theory is ωB97M-V/def2-TZVPD.

```
8
Properties=species:S:1:pos:R:3:lowdin_charge:R:1
C -0.43 1.96 1.48 -0.30
C 0.36 -0.51 -0.25 -0.12
C 0.02 -1.30 -1.48 -0.78
N -0.99 2.89 1.22 -0.07
N 0.85 -0.25 0.73 0.07
O 0.45 -2.44 -1.26 -0.03
O -0.26 -0.82 -2.56 -0.01
H -0.01 0.47 2.13 0.24
```

Calculated values
net charge	-1
energy relative to the best compared isomer or geometry (same formula, charge and spin)	358.11	kJ/mol
Kohn-Sham gap	8.35	eV
E	-374.84850	Ha
max |F|	8.10	eV Å⁻¹

[9]
This record from the Open Molecules 2025 dataset describes the ion C3HN2O2 with charge -1 at a distorted geometry. The level of theory is ωB97M-V/def2-TZVPD.

```
8
Properties=species:S:1:pos:R:3:lowdin_charge:R:1
H -0.72 -1.08 -1.36 0.09
N 0.27 -0.62 -1.40 0.13
C 0.29 0.01 -0.32 -0.35
C 1.42 0.77 0.15 -0.18
N 2.29 1.54 0.24 0.12
C -0.93 -0.15 0.71 -0.72
O -1.80 -0.88 0.20 -0.08
O -0.81 0.41 1.78 -0.01
```

Calculated values
net charge	-1
energy relative to the best compared isomer or geometry (same formula, charge and spin)	29.55	kJ/mol
Kohn-Sham gap	9.25	eV
E	-374.97365	Ha
max |F|	3.25	eV Å⁻¹

[10]
This record from the Open Molecules 2025 dataset describes a cluster of 2 separate species, C3HN2O2 in total. The level of theory is ωB97M-V/def2-TZVPD.

```
8
Properties=species:S:1:pos:R:3:lowdin_charge:R:1
C -1.29 -0.57 -0.16 -0.08
C 2.26 -1.25 0.29 -0.16
C 2.15 0.20 -0.10 -0.77
N -2.33 -0.98 -0.42 0.02
N 2.21 -2.40 0.37 0.10
O 1.27 0.82 0.52 -0.08
O 2.89 0.53 -1.03 -0.02
H -0.38 -0.11 0.16 0.00
```

Calculated values
net charge	-1
energy relative to the best compared isomer or geometry (same formula, charge and spin)	10.57	kJ/mol
Kohn-Sham gap	10.17	eV
E	-374.98088	Ha
max |F|	0.86	eV Å⁻¹

[11]
This record from the Open Molecules 2025 dataset describes a cluster of 2 separate species, C3HN2OS2 in total at a distorted geometry. The level of theory is ωB97M-V/def2-TZVPD.

```
9
Properties=species:S:1:pos:R:3:lowdin_charge:R:1
C -1.25 0.66 -0.15 -0.82
C 1.10 0.67 -0.80 -0.35
C 0.72 -1.45 0.72 -1.02
N 1.41 -1.64 -0.20 0.01
N 0.00 1.04 -0.41 0.06
O 2.21 0.84 -1.16 0.12
S -0.40 -1.43 1.93 0.40
S -2.28 1.40 0.88 0.54
H -1.51 -0.09 -0.82 0.04
```

Calculated values
net charge	-1
energy relative to the best compared isomer or geometry (same formula, charge and spin)	24.11	kJ/mol
Kohn-Sham gap	7.20	eV
E	-1096.09086	Ha
max |F|	2.17	eV Å⁻¹

[12]
This record from the Open Molecules 2025 dataset describes a cluster of 2 separate species, C3HN3O in total at a distorted geometry. The level of theory is ωB97M-V/def2-TZVPD.

```
8
Properties=species:S:1:pos:R:3:lowdin_charge:R:1
C -0.15 -1.13 -0.72 -0.28
C 0.68 -0.01 -0.69 -0.20
C -1.45 1.19 0.42 0.01
N -0.82 -2.05 -0.83 0.16
N 1.18 0.31 0.44 -0.10
N 1.62 0.48 1.43 0.29
O -1.63 0.54 1.34 0.03
H 0.59 0.68 -1.39 0.07
```

Calculated values
net charge	0
energy relative to the best compared isomer or geometry (same formula, charge and spin)	98.79	kJ/mol
Kohn-Sham gap	9.68	eV
E	-354.32939	Ha
max |F|	4.30	eV Å⁻¹

[13]
This record from the Open Molecules 2025 dataset describes the molecule C3HN3O2 at a distorted geometry. The level of theory is ωB97M-V/def2-TZVPD.

```
9
Properties=species:S:1:pos:R:3:lowdin_charge:R:1
C 0.85 -0.40 0.86 -0.13
C -0.13 -0.07 -1.30 -0.29
C -0.34 -0.04 0.30 -0.13
H 1.07 -0.44 1.98 0.15
N 1.75 -0.50 -0.08 0.01
N -2.26 1.36 1.09 0.28
N -1.34 0.85 0.72 0.03
O 1.21 -0.55 -1.25 0.00
O -0.82 -0.21 -2.31 0.09
```

Calculated values
net charge	0
energy relative to the best compared isomer or geometry (same formula, charge and spin)	341.56	kJ/mol
Kohn-Sham gap	8.35	eV
E	-429.52238	Ha
max |F|	6.78	eV Å⁻¹

[14]
This record from the Open Molecules 2025 dataset describes the molecule C3HN3O2S at a distorted geometry. The level of theory is ωB97M-V/def2-TZVPD.

```
10
Properties=species:S:1:pos:R:3:lowdin_charge:R:1
O 0.59 -1.39 2.41 0.21
C 0.30 -0.93 1.39 -0.19
C -0.05 -0.13 0.37 -0.04
C -0.60 1.34 0.68 -0.50
O -1.75 1.58 0.88 0.13
N 0.35 2.25 0.74 0.06
N 1.55 1.98 0.67 0.02
N 2.00 0.88 0.43 -0.58
S 3.00 -0.16 -0.09 0.75
H -0.52 -0.45 -0.57 0.13
```

Calculated values
net charge	0
energy relative to the best compared isomer or geometry (same formula, charge and spin)	176.54	kJ/mol
Kohn-Sham gap	6.87	eV
E	-827.65254	Ha
max |F|	4.66	eV Å⁻¹

[15]
This record from the Open Molecules 2025 dataset describes the molecule C3HN3O3 at a distorted geometry. The level of theory is ωB97M-V/def2-TZVPD.

```
10
Properties=species:S:1:pos:R:3:lowdin_charge:R:1
C -2.79 -0.17 -0.09 0.18
C 1.72 1.72 0.02 -0.27
C 1.35 -0.66 0.26 -0.52
N -1.71 -0.55 -0.30 -0.08
N 1.20 0.65 -0.15 0.24
N -0.74 -1.09 -0.82 0.01
O 2.08 2.79 -0.10 0.23
O 2.33 -1.04 0.86 0.13
O 0.31 -1.51 0.01 0.02
H -3.75 -0.14 0.31 0.06
```

Calculated values
net charge	0
energy relative to the best compared isomer or geometry (same formula, charge and spin)	218.20	kJ/mol
Kohn-Sham gap	9.33	eV
E	-504.74596	Ha
max |F|	3.34	eV Å⁻¹

[16]
This record from the Open Molecules 2025 dataset describes a structure of composition C3HN4 at a distorted geometry. The level of theory is ωB97M-V/def2-TZVPD.

```
8
Properties=species:S:1:pos:R:3:lowdin_charge:R:1
C -1.21 -0.26 -0.94 0.30
C 1.26 0.95 0.22 -0.20
C -2.20 -0.26 -0.13 -0.24
N 1.18 2.05 0.49 0.31
N -3.06 -0.25 0.64 0.38
N 1.31 -0.36 -0.02 -0.01
N 0.42 -1.14 -0.24 0.24
H 2.30 -0.73 -0.03 0.23
```

Calculated values
net charge	+1
energy relative to the best compared isomer or geometry (same formula, charge and spin)	462.22	kJ/mol
Kohn-Sham gap (alpha / beta)	7.53 / 7.52	eV
E	-333.29540	Ha
max |F|	7.71	eV Å⁻¹

[17]
This record from the Open Molecules 2025 dataset describes the molecule C3HNO at a distorted geometry. The level of theory is ωB97M-V/def2-TZVPD.

```
6
Properties=species:S:1:pos:R:3:lowdin_charge:R:1
C 1.21 1.11 0.85 0.04
C 0.67 -1.61 0.53 0.22
C -0.53 0.14 -0.50 -0.25
N 0.27 1.04 0.14 -0.06
O -0.14 -1.03 -0.07 -0.06
H -1.48 0.34 -0.94 0.11
```

Calculated values
net charge	0
energy relative to the best compared isomer or geometry (same formula, charge and spin)	554.80	kJ/mol
Kohn-Sham gap	7.36	eV
E	-244.64971	Ha
max |F|	2.56	eV Å⁻¹

[18]
This record from the Open Molecules 2025 dataset describes the molecule C3HNO2 at a distorted geometry. The level of theory is ωB97M-V/def2-TZVPD.

```
7
Properties=species:S:1:pos:R:3:lowdin_charge:R:1
N -2.47 -0.58 -0.06 0.19
C -1.39 -0.11 0.06 -0.10
C -0.10 0.68 0.05 -0.29
O 0.03 1.90 -0.15 0.12
C 1.08 -0.34 0.08 -0.10
O 0.72 -1.52 -0.16 0.05
H 2.12 -0.04 0.19 0.13
```

Calculated values
net charge	0
energy relative to the best compared isomer or geometry (same formula, charge and spin)	44.94	kJ/mol
Kohn-Sham gap	9.31	eV
E	-320.08216	Ha
max |F|	4.15	eV Å⁻¹

[19]
This record from the Open Molecules 2025 dataset describes the molecule C3HNO2 at a distorted geometry. The level of theory is ωB97M-V/def2-TZVPD.

```
7
Properties=species:S:1:pos:R:3:lowdin_charge:R:1
N 2.07 -0.55 0.47 0.23
C 1.44 -0.20 -0.45 -0.08
C 0.20 0.58 -0.22 -0.38
O 0.19 1.76 -0.05 0.15
C -1.02 -0.32 0.03 -0.17
O -0.92 -1.51 0.08 0.11
H -1.96 0.25 0.14 0.14
```

Calculated values
net charge	0
energy relative to the best compared isomer or geometry (same formula, charge and spin)	78.48	kJ/mol
Kohn-Sham gap	9.73	eV
E	-320.06938	Ha
max |F|	2.08	eV Å⁻¹

[20]
This record from the Open Molecules 2025 dataset describes a structure of composition C3HNdO2 at a distorted geometry. The level of theory is ωB97M-V/def2-TZVPD.

```
7
Properties=species:S:1:pos:R:3:lowdin_charge:R:1
C 0.22 -1.40 -0.05 0.20
H 0.62 -2.27 -0.55 0.10
C -0.08 -0.44 0.67 -0.08
O -1.95 0.46 -0.29 0.19
C -0.89 0.77 0.29 -0.62
Nd 2.20 1.14 -0.08 2.38
O -0.11 1.74 0.01 -0.18
```

Calculated values
2S+1	4
net charge	+2
energy relative to the best compared isomer or geometry (same formula, charge and spin)	0.00	kJ/mol
Kohn-Sham gap (alpha / beta)	5.27 / 6.61	eV
E	-825.93811	Ha
max |F|	6.74	eV Å⁻¹